Entry from the OMol25 dataset: a cluster of 2 separate species, C4H11NO2 in total (ωB97M-V/def2-TZVPD).

```
! wB97M-V def2-TZVPD RIJCOSX def2/J DEFGRID3
* xyz 0 1
C 2.123 -0.981 0.220
C 2.126 -0.834 1.702
O 2.820 0.190 2.264
O 1.540 -1.582 2.431
H 2.582 -0.159 -0.335
H 1.080 -1.076 -0.092
H 2.597 -1.907 -0.101
C -1.313 0.825 -1.011
C -2.313 0.993 0.127
N -1.357 -0.547 -1.519
H -1.607 1.477 -1.812
H -0.330 1.147 -0.667
H -2.612 0.022 0.533
H -3.235 1.428 -0.239
H -2.338 -0.759 -1.638
H -0.922 -0.697 -2.419
H 3.099 0.856 1.619
H -1.940 1.605 0.937
*
```

The SMILES is CC(=O)O.CCN. For the HOMO energy, the calculation gives -9.4 eV. As for the LUMO energy: 0.579 eV. The calculation puts the electronic energy at -364.23618 a.u. The value obtained for the HOMO-LUMO gap is 10.03 eV. The calculation puts the max |F| at 0.0185 Eh/bohr.

---

Entry from the OMol25 dataset: a cluster of 2 separate species, C4H11NO2 in total (ωB97M-V/def2-TZVPD).

```
! wB97M-V def2-TZVPD RIJCOSX def2/J DEFGRID3
* xyz 0 1
C -0.685 -1.386 -1.865
O 0.114 -1.082 -0.713
C -2.016 -0.692 -1.703
H -0.166 -1.038 -2.763
H -0.823 -2.466 -1.936
H 0.932 -1.583 -0.783
H -1.870 0.375 -1.541
H -2.620 -0.828 -2.601
H -2.546 -1.112 -0.855
C 1.078 0.394 2.502
C 1.471 1.564 1.628
N 0.735 1.714 0.498
O 2.363 2.329 1.936
H 0.054 0.525 2.840
H 1.764 0.349 3.340
H 1.110 -0.539 1.934
H 0.983 2.492 -0.092
H 0.120 0.984 0.172
*
```

The SMILES is CC(N)=O.CCO. For the HOMO energy, the calculation gives -9.5 eV. As for the LUMO energy: 0.606 eV. The calculation puts the electronic energy at -364.25505 a.u. The value obtained for the HOMO-LUMO gap is 10.06 eV. The calculation puts the max |F| at 0.0060 Eh/bohr.

---

Entry from the OMol25 dataset: an isolated molecule of C4H11NO2 in a non-equilibrium geometry (ωB97M-V/def2-TZVPD).

```
! wB97M-V def2-TZVPD RIJCOSX def2/J DEFGRID3
* xyz 0 1
C -0.199 -0.173 0.343
C 0.309 -1.402 -0.389
C -0.067 -2.703 0.345
O -0.107 -1.439 -1.753
N 0.732 0.942 0.278
C 0.321 2.125 0.954
O -0.762 2.832 0.336
H -0.205 -0.451 1.410
H -1.246 0.035 0.088
H 1.399 -1.464 -0.449
H 0.463 -2.736 1.299
H 0.259 -3.549 -0.259
H -1.150 -2.762 0.506
H -1.027 -1.717 -1.822
H 1.313 1.042 -0.537
H -0.082 1.828 1.923
H 1.160 2.798 1.081
H -0.602 2.904 -0.611
*
```

The SMILES is C[C@@H](O)CNCO. For the HOMO energy, the calculation gives -9.0 eV. As for the LUMO energy: 0.910 eV. The calculation puts the electronic energy at -364.21692 a.u. The value obtained for the HOMO-LUMO gap is 9.93 eV. The calculation puts the max |F| at 0.0267 Eh/bohr.

---

Entry from the OMol25 dataset: an isolated molecule of C4H11NO2 in a non-equilibrium geometry (ωB97M-V/def2-TZVPD).

```
! wB97M-V def2-TZVPD RIJCOSX def2/J DEFGRID3
* xyz 0 1
C 0.058 -0.989 -0.288
C -0.206 0.364 0.373
C -1.517 0.986 -0.323
C 1.575 -1.445 -0.094
N 0.848 1.382 0.285
O -0.727 -2.027 0.281
O -1.805 2.239 0.286
H -1.633 -1.727 0.458
H -0.928 2.643 0.450
H -0.141 -0.966 -1.364
H -0.450 0.230 1.432
H 1.617 1.125 0.904
H 1.234 1.417 -0.658
H -1.353 1.152 -1.393
H -2.383 0.332 -0.193
H 1.691 -2.485 -0.419
H 2.246 -0.824 -0.694
H 1.873 -1.409 0.959
*
```

The SMILES is C[C@@H](O)[C@@H](N)CO. For the HOMO energy, the calculation gives -9.7 eV. As for the LUMO energy: 0.847 eV. The calculation puts the electronic energy at -364.22361 a.u. The value obtained for the HOMO-LUMO gap is 10.60 eV. The calculation puts the max |F| at 0.0461 Eh/bohr.

---

Entry from the OMol25 dataset: a cluster of 3 separate species, C4H11NO2 in total in a non-equilibrium geometry (ωB97M-V/def2-TZVPD).

```
! wB97M-V def2-TZVPD RIJCOSX def2/J DEFGRID3
* xyz 0 1
C -2.161 -1.057 3.422
C -1.374 -0.158 2.508
C -0.178 -0.558 2.075
N 0.569 0.099 1.077
C 0.879 1.305 1.282
H -2.449 -0.571 4.327
H -3.077 -1.371 2.914
H -1.559 -1.937 3.638
H -1.542 0.908 2.429
H 0.228 -1.499 2.423
H 1.158 1.967 0.469
H 1.094 1.702 2.280
H -2.799 2.098 -6.456
H -1.428 2.126 -5.854
O -1.896 1.815 -6.639
H 4.276 -1.089 -0.940
H 2.963 -1.361 -1.608
O 3.904 -1.561 -1.696
*
```

The SMILES is C=N/C=C/C.O.O. For the HOMO energy, the calculation gives -8.8 eV. As for the LUMO energy: 0.770 eV. The calculation puts the electronic energy at -364.16511 a.u. The value obtained for the HOMO-LUMO gap is 9.59 eV. The calculation puts the max |F| at 0.0332 Eh/bohr.

---

Entry from the OMol25 dataset: a cluster of 2 separate species, C4H11NO2 in total in a non-equilibrium geometry (ωB97M-V/def2-TZVPD).

```
! wB97M-V def2-TZVPD RIJCOSX def2/J DEFGRID3
* xyz 0 1
C -3.546 -0.372 0.223
C 0.248 1.682 -0.030
C 0.861 0.333 0.044
C 2.987 -1.197 -0.085
H -1.626 -0.477 -0.117
H -4.396 -0.019 -0.670
H -3.803 -1.424 0.795
H -3.528 0.303 1.195
H 0.930 2.377 -0.603
H -0.021 1.883 1.090
H -0.592 1.501 -0.534
H 2.939 0.735 -0.754
H 2.266 -2.123 -0.295
H 3.734 -1.093 -0.906
H 3.547 -0.977 1.108
N 2.223 0.132 -0.163
O -2.520 -0.618 -0.711
O 0.298 -0.644 0.412
*
```

The SMILES is CNC(C)=O.CO. For the HOMO energy, the calculation gives -9.5 eV. As for the LUMO energy: 0.675 eV. The calculation puts the electronic energy at -364.10293 a.u. The value obtained for the HOMO-LUMO gap is 10.15 eV. The calculation puts the max |F| at 0.1129 Eh/bohr.

---

Entry from the OMol25 dataset: a cluster of 3 separate species, C4H11NO2 in total in a non-equilibrium geometry (ωB97M-V/def2-TZVPD).

```
! wB97M-V def2-TZVPD RIJCOSX def2/J DEFGRID3
* xyz 0 1
C -1.220 0.258 0.096
N -1.156 -1.022 -0.366
C 0.137 0.858 0.571
C 0.762 0.197 1.801
C 0.165 -1.465 -0.807
O -2.167 1.081 0.043
H -1.610 -0.124 -3.275
H -0.263 1.888 0.963
H 0.851 1.013 -0.246
H 0.222 -0.833 2.003
H 1.761 0.060 1.459
H 0.767 0.844 2.593
H 0.234 -2.390 -1.372
H 0.757 -0.612 -1.348
H 0.816 -1.632 0.026
H 3.578 0.221 -0.932
H -1.995 0.257 -2.872
O 2.655 0.090 -0.594
*
```

For the HOMO energy, the calculation gives -9.1 eV. As for the LUMO energy: -4.831 eV. The calculation puts the electronic energy at -363.91174 a.u. The value obtained for the HOMO-LUMO gap is 4.27 eV. The calculation puts the max |F| at 0.0834 Eh/bohr.

---

Entry from the OMol25 dataset: a cluster of 2 separate species, C4H11NO2 in total in a non-equilibrium geometry (ωB97M-V/def2-TZVPD).

```
! wB97M-V def2-TZVPD RIJCOSX def2/J DEFGRID3
* xyz 0 1
C -1.147 -0.415 -1.067
C 0.063 0.009 -1.986
N 1.158 0.235 -1.146
C 1.359 -0.205 0.156
C 1.928 -1.740 0.171
O 0.234 -0.005 -3.175
H -1.247 0.281 -0.201
H -1.005 -1.471 -0.770
H -1.959 -0.284 -1.751
H 2.007 0.551 -1.678
H 2.352 0.332 0.515
H 0.613 -0.163 0.994
H 2.443 -2.024 1.118
H 1.138 -2.460 -0.073
H 2.743 -1.868 -0.546
H -2.652 1.223 5.425
H -2.656 2.388 4.509
O -3.121 2.000 5.279
*
```

The SMILES is CCNC(C)=O.O. For the HOMO energy, the calculation gives -9.3 eV. As for the LUMO energy: 0.404 eV. The calculation puts the electronic energy at -364.21116 a.u. The value obtained for the HOMO-LUMO gap is 9.73 eV. The calculation puts the max |F| at 0.1150 Eh/bohr.

---

Entry from the OMol25 dataset: a cluster of 2 separate species, C4H11NO2 in total in a non-equilibrium geometry (ωB97M-V/def2-TZVPD).

```
! wB97M-V def2-TZVPD RIJCOSX def2/J DEFGRID3
* xyz 0 1
C -3.387 -0.464 0.410
C 0.154 1.553 -0.083
C 0.897 0.375 -0.255
C 2.951 -1.040 -0.052
H -1.913 -0.702 -0.884
H -4.419 0.036 0.377
H -3.383 -1.581 0.596
H -2.594 -0.002 1.251
H 0.778 2.474 -0.190
H -0.165 1.442 1.065
H -0.747 1.590 -0.821
H 2.921 0.958 -0.086
H 2.219 -1.847 -0.390
H 3.861 -1.039 -0.658
H 3.125 -1.062 1.179
N 2.277 0.218 -0.219
O -2.780 -0.218 -0.895
O 0.204 -0.690 -0.346
*
```

The SMILES is CNC(C)=O.CO. For the HOMO energy, the calculation gives -9.5 eV. As for the LUMO energy: 0.741 eV. The calculation puts the electronic energy at -364.17927 a.u. The value obtained for the HOMO-LUMO gap is 10.29 eV. The calculation puts the max |F| at 0.1298 Eh/bohr.

---

Entry from the OMol25 dataset: an isolated molecule of C4H11NO2 in a non-equilibrium geometry (ωB97M-V/def2-TZVPD).

```
! wB97M-V def2-TZVPD RIJCOSX def2/J DEFGRID3
* xyz 0 1
C -0.705 -1.256 -0.147
O -0.950 -2.255 0.896
C 0.191 -0.239 0.541
C 0.489 1.001 -0.322
C 1.421 0.682 -1.490
O -0.756 1.525 -0.897
N -0.479 0.252 1.757
H -0.430 -1.810 -1.041
H -1.621 -0.715 -0.383
H -1.908 -2.303 0.958
H 1.135 -0.616 0.933
H 0.944 1.866 0.183
H 1.969 1.545 -1.846
H 2.015 -0.184 -1.216
H 0.810 0.450 -2.383
H -1.375 1.229 -0.216
H -0.371 -0.360 2.551
H -0.379 1.187 2.122
*
```

The SMILES is C[C@@H](O)[C@@H](N)CO. For the HOMO energy, the calculation gives -9.4 eV. As for the LUMO energy: 0.922 eV. The calculation puts the electronic energy at -364.20133 a.u. The value obtained for the HOMO-LUMO gap is 10.29 eV. The calculation puts the max |F| at 0.0496 Eh/bohr.

---

Please write out number 4 again, unchanged.
Entry from the OMol25 dataset: an isolated molecule of C4H11NO2 in a non-equilibrium geometry (ωB97M-V/def2-TZVPD).

```
! wB97M-V def2-TZVPD RIJCOSX def2/J DEFGRID3
* xyz 0 1
C 0.058 -0.989 -0.288
C -0.206 0.364 0.373
C -1.517 0.986 -0.323
C 1.575 -1.445 -0.094
N 0.848 1.382 0.285
O -0.727 -2.027 0.281
O -1.805 2.239 0.286
H -1.633 -1.727 0.458
H -0.928 2.643 0.450
H -0.141 -0.966 -1.364
H -0.450 0.230 1.432
H 1.617 1.125 0.904
H 1.234 1.417 -0.658
H -1.353 1.152 -1.393
H -2.383 0.332 -0.193
H 1.691 -2.485 -0.419
H 2.246 -0.824 -0.694
H 1.873 -1.409 0.959
*
```

The SMILES is C[C@@H](O)[C@@H](N)CO. For the HOMO energy, the calculation gives -9.7 eV. As for the LUMO energy: 0.847 eV. The calculation puts the electronic energy at -364.22361 a.u. The value obtained for the HOMO-LUMO gap is 10.60 eV. The calculation puts the max |F| at 0.0461 Eh/bohr.